Entry 1:
7
Properties=species:S:1:pos:R:3:forces:R:3 method="wB97M-V/def2-TZVPD" homo_lumo_gap_ev="7.81 / 6.31" de_lowest_kj_mol=185.7 energy_ev=-22833.9035
C -0.2567 -0.4339 0.4044 -0.5 -1.3 0.2
N 0.1360 0.8806 0.4030 -0.9 0.7 -0.6
O 1.3060 1.0195 0.6313 2.2 1.0 0.4
O -0.6795 1.7421 0.1716 -0.2 1.2 -0.2
I 1.1936 -1.4369 -2.7344 -0.1 0.1 0.2
I -2.1999 -0.8018 0.1934 -0.4 -0.6 -0.1
H 0.5005 -0.9696 0.9306 -0.1 -1.2 0.0


Entry 2:
12
Properties=species:S:1:pos:R:3:forces:R:3 method="wB97M-V/def2-TZVPD" homo_lumo_gap_ev="9.14 / 7.60" de_lowest_kj_mol=411.8 energy_ev=-30743.0267 charge=+1
C 0.1637 0.5945 0.2759 -2.8 -2.0 0.4
C -2.2541 -0.1480 -0.3349 1.2 2.2 0.2
N 0.7699 -0.7158 0.3286 3.2 1.3 2.8
O -2.2553 0.2618 -1.6288 -0.4 -4.5 1.4
Cl -1.9493 -1.8146 -0.0132 -0.9 0.5 -0.5
Cl -3.3729 0.7503 0.7483 1.1 -1.2 -0.9
H 0.2616 1.1662 -0.5465 0.7 1.5 -2.7
H -0.0221 1.0543 1.1943 0.0 0.4 1.3
H 0.8230 -0.8185 1.3758 0.2 -0.7 -1.1
H 1.7965 -0.6990 0.0338 -1.6 -0.3 0.1
H 0.3012 -1.5437 -0.0044 -0.8 -0.4 -0.8
H -2.1493 1.1681 -1.7017 0.1 3.1 0.0


Entry 3:
10
Properties=species:S:1:pos:R:3:forces:R:3 method="wB97M-V/def2-TZVPD" homo_lumo_gap_ev=9.52 de_lowest_kj_mol=33.6 energy_ev=-33167.8542
N -0.7889 -1.1013 -0.8473 1.0 4.5 -0.2
Si 0.4692 -0.0325 -0.0792 -1.3 -1.1 -0.5
S -0.0110 1.1963 1.8215 0.8 -0.8 -1.8
O 0.5743 1.1055 -1.2915 0.0 0.0 0.1
S 1.6778 2.1316 -1.9779 0.9 -0.7 0.4
H -0.9669 -2.0518 -0.7462 -0.2 -1.5 0.4
H -1.3729 -0.6083 -1.5732 0.9 -1.0 1.3
H 1.6526 -0.9952 0.1731 -0.7 1.1 -0.1
H -0.9881 0.3653 2.1163 -0.5 -0.4 0.2
H 0.9148 3.1158 -2.4420 -0.7 0.0 0.2


Entry 4:
70
Properties=species:S:1:pos:R:3:forces:R:3 method="wB97M-V/def2-TZVPD" homo_lumo_gap_ev=9.21 de_lowest_kj_mol=0.0 energy_ev=-65195.2969 charge=-1
Ba 0.0603 0.7602 -0.0293 -0.5 -0.4 -0.2
C -3.9667 -1.0199 -1.6405 0.0 0.0 0.0
C -3.7307 -1.0583 -0.1727 0.0 0.0 0.0
N -2.7117 -0.5110 0.4569 0.2 0.0 0.0
C -2.8740 -0.8143 1.7923 0.0 0.1 -0.1
C -4.0182 -1.5473 1.9596 0.0 0.0 0.0
N -4.5463 -1.6840 0.7017 0.0 0.0 0.0
C -4.7293 -2.1890 3.0947 0.0 0.0 0.1
O -4.1766 -2.0844 4.2718 -0.1 0.0 0.0
O -5.7740 -2.7747 2.8744 0.0 0.0 0.0
C -1.8796 -0.3703 2.8283 0.0 0.0 0.1
O -2.0518 -0.8149 3.9909 0.0 0.2 0.0
O -0.9665 0.3916 2.4490 0.1 -0.1 -0.2
H -3.0888 -0.6068 -2.1294 0.0 0.0 0.0
H -4.8290 -0.3978 -1.8878 0.0 0.0 0.0
H -4.1429 -2.0200 -2.0391 0.0 0.0 0.0
H -5.3985 -2.1923 0.5258 0.0 0.0 0.0
H -3.2792 -1.5444 4.2106 0.0 -0.1 -0.1
C 3.8638 2.0356 -1.3778 0.0 0.0 -0.1
S 2.9100 2.2161 0.0944 0.0 0.1 0.1
O 3.6893 3.0005 1.0144 0.0 0.0 0.0
O 1.6272 2.8402 -0.3209 0.2 0.2 0.0
O 2.6131 0.8371 0.5442 0.2 0.0 0.0
H 4.1302 3.0268 -1.7383 0.0 0.0 0.0
H 3.2697 1.5144 -2.1259 0.0 0.0 0.0
H 4.7584 1.4709 -1.1236 0.0 0.0 0.0
C -2.3949 0.3440 -4.8067 0.0 0.0 0.0
C -1.1999 -0.3389 -5.4658 0.0 0.0 0.0
C -1.0074 -1.7465 -4.9062 0.0 0.0 0.0
C -1.3944 -0.3987 -6.9765 0.0 0.0 0.0
O -0.0485 0.4660 -5.2477 0.0 0.0 0.0
Si 0.9062 0.5321 -3.8798 -0.1 0.0 0.0
O 0.1097 0.2747 -2.5431 -0.1 0.1 0.4
O 1.6672 1.9965 -4.0340 0.0 0.0 0.1
C 1.1021 3.2918 -4.2266 0.0 0.0 0.0
C -0.2240 3.4417 -3.4847 0.0 0.0 0.0
C 0.9076 3.5145 -5.7243 0.0 0.0 0.0
C 2.1084 4.2895 -3.6667 0.0 0.0 0.0
O 2.1355 -0.5602 -4.0229 0.0 0.0 0.0
C 3.2124 -0.6443 -4.9469 0.0 0.0 0.0
C 2.8179 -0.1475 -6.3356 0.0 0.0 0.0
C 4.3802 0.1788 -4.4104 0.0 0.0 0.0
C 3.5914 -2.1197 -5.0108 0.0 0.0 0.0
H -3.3070 -0.2463 -4.9272 0.0 0.0 0.0
H -2.5541 1.3278 -5.2538 0.0 0.0 0.0
H -2.1797 0.4752 -3.7461 0.0 0.0 0.0
H -1.8775 -2.3680 -5.1320 0.0 0.0 0.0
H -0.8670 -1.7069 -3.8251 0.0 0.0 0.0
H -0.1234 -2.2091 -5.3507 0.0 0.0 0.0
H -2.2997 -0.9542 -7.2320 0.0 0.0 0.0
H -0.5394 -0.8873 -7.4472 0.0 0.0 0.0
H -1.4762 0.6122 -7.3798 0.0 0.0 0.0
H -0.9505 2.7034 -3.8262 0.0 0.0 0.0
H -0.6332 4.4401 -3.6548 0.0 0.0 0.0
H -0.0595 3.3135 -2.4135 0.0 0.0 0.0
H 0.2194 2.7715 -6.1278 0.0 0.0 0.0
H 1.8654 3.4124 -6.2395 0.0 0.0 0.0
H 0.5145 4.5155 -5.9169 0.0 0.0 0.0
H 2.1971 4.1614 -2.5876 0.0 0.0 0.0
H 1.7883 5.3139 -3.8712 0.0 0.0 0.0
H 3.0851 4.1298 -4.1280 0.0 0.0 0.0
H 2.5310 0.9045 -6.3042 0.0 0.0 0.0
H 1.9712 -0.7168 -6.7213 0.0 0.0 0.0
H 3.6616 -0.2620 -7.0201 0.0 0.0 0.0
H 4.0929 1.2288 -4.3391 0.0 0.0 0.0
H 5.2472 0.0908 -5.0698 0.0 0.0 0.0
H 4.6598 -0.1745 -3.4164 0.0 0.0 0.0
H 2.7490 -2.7058 -5.3828 0.0 0.0 0.0
H 3.8447 -2.4795 -4.0127 0.0 0.0 0.0
H 4.4472 -2.2753 -5.6715 0.0 0.0 0.0